No. 1
Density functional theory data (ωB97M-V with the def2-TZVPD basis set) for a molecular structure, C16H13IrN6O5S in a non-equilibrium geometry.

LUMO (alpha / beta) in eV: -5.26 / -6.04
F_max in eV Å⁻¹: 4.2
Highest occupied orbital energy (alpha / beta) in eV: -11.538 / -11.537
Orbital gap (alpha / beta) in eV: 6.275 / 5.495

```
! wB97M-V def2-TZVPD RIJCOSX def2/J DEFGRID3
* xyz 1 2
Ir -0.54 -0.67 0.27
O 3.95 -0.66 4.78
C 3.15 -0.70 3.91
C 3.34 -0.72 2.42
O 4.45 -0.72 1.89
C 2.02 -0.72 1.82
C 0.96 -0.65 2.86
O -0.27 -0.55 2.54
C 1.53 -0.67 4.16
O 1.10 -0.63 5.29
O 1.75 -0.77 0.61
N -0.85 -0.73 -2.09
C -2.24 -0.36 -2.39
C -3.18 -1.10 -1.45
N -2.90 -0.72 -0.06
H -0.20 -0.12 -2.59
H -0.67 -1.68 -2.41
H -2.50 -0.58 -3.43
H -2.34 0.72 -2.23
H -3.02 -2.17 -1.55
H -4.22 -0.88 -1.72
H -3.27 -1.41 0.59
H -3.34 0.17 0.16
S -1.06 3.81 0.72
C -1.27 2.12 0.88
N -0.42 1.37 0.22
C 0.50 2.13 -0.46
C 1.58 1.66 -1.21
C 2.43 2.58 -1.79
C 2.22 3.95 -1.66
C 1.16 4.43 -0.92
C 0.31 3.52 -0.31
H -2.03 1.71 1.52
H 1.76 0.60 -1.29
H 3.27 2.22 -2.36
H 2.90 4.64 -2.12
H 1.00 5.49 -0.81
N -1.71 -6.75 -1.34
C -1.24 -5.89 -0.73
N -0.69 -4.95 -0.06
C -0.72 -3.73 0.08
N -0.66 -2.57 0.29
*
```

Charge distribution, Löwdin scheme, values in e: 1.433, 0.225, -0.212, -0.233, 0.193, -0.236, -0.227, -0.027, -0.228, 0.198, -0.006, 0.000, -0.212, -0.210, -0.005, 0.102, 0.116, 0.136, 0.122, 0.124, 0.136, 0.117, 0.102, 1.154, -0.441, -0.180, -0.305, -0.030, -0.042, -0.045, -0.059, -0.435, 0.086, 0.092, 0.119, 0.120, 0.121, 0.123, -0.385, 0.113, -0.302, -0.110



No. 2
Density functional theory data (ωB97M-V with the def2-TZVPD basis set) for 11 unconnected molecules or ions with the total composition C44H94N2O20S9 in a non-equilibrium geometry.

LUMO in eV: 0.07
F_max in eV Å⁻¹: 3.3
SMILES: O=S1(=O)CCCC1.O=S1(=O)CCCC1.O=S1(=O)CCCC1.O=S1(=O)CCCC1.O=S1(=O)CCCC1.O=S1(=O)CCCC1.O=S1(=O)CCCC1.O=S1(=O)CCCC1.O=S1(=O)CCCC1.COC[C@H](C)N.COC[C@H](C)N
Highest occupied orbital energy in eV: -9.034
Orbital gap in eV: 9.102

```
! wB97M-V def2-TZVPD RIJCOSX def2/J DEFGRID3
* xyz 0 1
O -3.67 -1.28 0.58
S -4.33 0.04 0.49
O -4.24 0.91 1.64
C -3.79 1.03 -0.97
C -5.02 1.76 -1.41
C -6.26 0.86 -1.32
C -6.09 -0.01 -0.09
H -3.42 0.27 -1.63
H -3.05 1.72 -0.59
H -5.05 2.68 -0.78
H -4.92 2.12 -2.42
H -6.20 0.22 -2.20
H -7.25 1.40 -1.37
H -6.29 -1.10 -0.18
H -6.67 0.27 0.77
O 0.23 0.29 -4.05
S 1.09 0.16 -5.19
O 0.59 -0.36 -6.42
C 2.13 1.64 -5.54
C 3.56 1.08 -5.66
C 3.70 0.09 -4.42
C 2.48 -0.87 -4.64
H 2.05 2.30 -4.66
H 1.76 2.10 -6.48
H 3.73 0.56 -6.62
H 4.28 1.85 -5.52
H 3.62 0.59 -3.45
H 4.67 -0.44 -4.43
H 2.12 -1.47 -3.77
H 2.76 -1.54 -5.46
O 5.39 0.09 -1.55
S 5.80 -1.26 -1.23
O 4.98 -2.36 -1.62
C 7.54 -1.58 -1.65
C 8.31 -1.45 -0.30
C 7.36 -2.09 0.75
C 6.04 -1.46 0.61
H 7.87 -0.80 -2.32
H 7.62 -2.53 -2.17
H 9.19 -2.21 -0.37
H 8.70 -0.44 -0.08
H 7.75 -1.88 1.76
H 7.28 -3.16 0.63
H 6.14 -0.48 1.11
H 5.10 -1.88 0.94
O -2.04 -6.28 1.65
S -2.44 -4.89 1.44
O -1.60 -3.84 2.02
C -2.72 -4.48 -0.34
C -4.06 -5.11 -0.70
C -4.96 -4.62 0.51
C -4.19 -4.84 1.85
H -1.90 -4.85 -0.96
H -2.71 -3.40 -0.35
H -4.52 -4.81 -1.62
H -4.00 -6.21 -0.79
H -5.93 -5.14 0.55
H -5.24 -3.57 0.42
H -4.30 -5.78 2.39
H -4.34 -4.04 2.56
O -0.67 -1.30 -1.35
S -0.06 -0.24 -0.58
O -0.72 1.05 -0.45
C 0.23 -0.97 1.03
C 1.76 -0.85 1.33
C 2.30 0.28 0.40
C 1.72 0.02 -0.97
H -0.18 -1.97 0.94
H -0.33 -0.43 1.80
H 1.86 -0.54 2.37
H 2.33 -1.76 1.14
H 3.38 0.29 0.47
H 1.99 1.25 0.76
H 1.99 -0.88 -1.55
H 1.76 0.93 -1.58
O 5.39 3.54 -2.98
S 4.27 3.68 -2.11
O 2.96 3.19 -2.53
C 4.59 3.27 -0.42
C 3.83 4.32 0.50
C 3.11 5.28 -0.45
C 4.00 5.43 -1.73
H 5.69 3.30 -0.26
H 4.10 2.32 -0.27
H 3.21 3.70 1.15
H 4.52 4.91 1.08
H 3.00 6.23 0.06
H 2.10 4.96 -0.74
H 4.93 5.97 -1.61
H 3.45 5.78 -2.57
O -4.55 -3.37 -4.28
S -3.74 -2.29 -3.77
O -4.31 -1.26 -2.93
C -2.15 -2.99 -3.14
C -1.15 -2.74 -4.25
C -1.84 -2.52 -5.50
C -2.93 -1.57 -5.23
H -2.34 -4.08 -3.16
H -1.84 -2.66 -2.18
H -0.60 -1.83 -4.10
H -0.36 -3.51 -4.30
H -2.29 -3.44 -5.93
H -1.17 -2.19 -6.23
H -3.64 -1.34 -6.07
H -2.58 -0.59 -4.89
O -2.15 1.51 6.20
S -2.71 0.17 5.98
O -3.17 -0.59 7.12
C -4.09 0.20 4.78
C -3.97 -1.14 4.06
C -2.47 -1.27 3.74
C -1.69 -0.85 4.95
H -3.86 1.06 4.15
H -4.97 0.31 5.43
H -4.30 -1.91 4.80
H -4.55 -1.21 3.14
H -2.29 -0.58 2.86
H -2.27 -2.28 3.40
H -0.80 -0.31 4.61
H -1.42 -1.65 5.66
O 2.27 2.69 3.11
S 0.99 3.33 3.33
O 0.86 4.33 4.37
C 0.39 3.88 1.71
C -1.08 3.99 2.05
C -1.49 2.79 2.99
C -0.28 2.11 3.59
H 0.58 3.04 1.03
H 0.84 4.76 1.27
H -1.32 4.92 2.58
H -1.64 3.98 1.12
H -2.13 2.10 2.44
H -2.07 3.25 3.77
H 0.11 1.15 3.12
H -0.38 1.99 4.69
C 1.51 -4.62 2.75
O 2.49 -4.55 3.79
C 1.89 -4.36 5.07
C 1.51 -2.78 5.21
C 2.74 -1.91 4.94
N 0.92 -2.66 6.58
H 1.35 -3.60 2.34
H 0.59 -5.09 3.17
H 1.83 -5.30 1.95
H 1.05 -5.08 5.16
H 2.62 -4.74 5.77
H 0.74 -2.62 4.40
H 3.08 -2.26 3.93
H 3.58 -2.09 5.62
H 2.52 -0.85 4.97
H 1.57 -2.96 7.30
H 0.63 -1.73 6.70
C -4.21 5.21 -0.95
O -3.35 4.92 -2.02
C -2.06 4.83 -1.55
C -1.10 4.16 -2.60
C -1.76 3.06 -3.38
N 0.02 3.72 -1.81
H -5.24 5.13 -1.28
H -4.07 6.27 -0.60
H -4.12 4.54 -0.06
H -1.63 5.80 -1.25
H -2.01 4.11 -0.72
H -0.77 4.98 -3.24
H -2.77 3.31 -3.69
H -1.75 2.13 -2.77
H -1.17 2.81 -4.28
H 0.94 3.62 -2.26
H -0.21 2.84 -1.44
*
```

Results of the Löwdin charge analysis, in e, for atoms 1 through 99: -0.339, 0.732, -0.337, -0.222, -0.217, -0.196, -0.204, 0.062, 0.075, 0.103, 0.115, 0.093, 0.138, 0.107, 0.089, -0.331, 0.646, -0.309, -0.198, -0.187, -0.185, -0.215, 0.083, 0.111, 0.122, 0.095, 0.076, 0.113, 0.101, 0.102, -0.333, 0.661, -0.318, -0.213, -0.182, -0.261, -0.228, 0.093, 0.104, 0.140, 0.122, 0.127, 0.117, 0.116, 0.092, -0.333, 0.709, -0.351, -0.229, -0.174, -0.177, -0.203, 0.106, 0.064, 0.095, 0.123, 0.112, 0.095, 0.100, 0.086, -0.317, 0.723, -0.330, -0.195, -0.168, -0.211, -0.187, 0.079, 0.079, 0.098, 0.108, 0.093, 0.090, 0.110, 0.090, -0.310, 0.666, -0.343, -0.205, -0.164, -0.218, -0.189, 0.122, 0.065, 0.079, 0.111, 0.107, 0.083, 0.109, 0.089, -0.325, 0.719, -0.329, -0.194, -0.242, -0.285, -0.212, 0.104, 0.038



No. 3
Density functional theory data (ωB97M-V with the def2-TZVPD basis set) for 2 unconnected molecules or ions with the total composition CH3ClN3O in a non-equilibrium geometry.

LUMO in eV: -7.28
F_max in eV Å⁻¹: 4.4
Highest occupied orbital energy in eV: -16.799
Relative energy (zero: lowest compared OMol25 entry of this formula, charge and spin) in kcal per mole: 61.2
Orbital gap in eV: 9.520

```
! wB97M-V def2-TZVPD RIJCOSX def2/J DEFGRID3
* xyz 1 1
C 0.19 0.88 3.18
N 1.76 1.02 0.27
N 0.61 0.54 2.15
N 1.34 0.24 1.08
O -0.61 -0.32 0.19
Cl 2.02 -1.41 1.36
H -1.41 -0.85 0.31
H 2.55 0.78 -0.44
H -0.66 0.33 -0.42
*
```

Charge distribution, Löwdin scheme, values in e: 0.223, 0.274, -0.080, -0.540, -0.011, 0.801, 0.106, 0.213, 0.015



No. 4
Density functional theory data (ωB97M-V with the def2-TZVPD basis set) for 3 unconnected molecules or ions with the total composition C5H14N2O2.

LUMO (alpha / beta) in eV: 0.47 / 0.47
F_max in eV Å⁻¹: 0.5
Highest occupied orbital energy (alpha / beta) in eV: -6.494 / -6.497
Relative energy (zero: lowest compared OMol25 entry of this formula, charge and spin) in kcal per mole: 114.4
Orbital gap (alpha / beta) in eV: 6.959 / 6.963

```
! wB97M-V def2-TZVPD RIJCOSX def2/J DEFGRID3
* xyz 0 1
C -1.38 -0.60 0.18
C 1.04 -0.55 0.28
C 0.67 0.76 0.29
C -2.24 0.60 0.45
C 0.60 1.60 -0.95
N -1.56 -1.64 1.10
N 1.30 -1.27 -0.88
O -1.39 -0.99 -1.12
O 2.86 0.76 0.91
H -0.53 -1.42 -1.33
H 3.51 1.09 0.28
H 1.14 -1.08 1.21
H 0.49 1.21 1.25
H -1.05 -2.49 0.89
H -1.45 -1.36 2.07
H 1.71 -0.71 -1.62
H 1.88 -2.08 -0.72
H -3.29 0.32 0.32
H -2.10 0.96 1.47
H -2.01 1.41 -0.25
H 0.31 2.62 -0.72
H 1.59 1.65 -1.42
H -0.10 1.19 -1.68
*
```

Charge distribution, Löwdin scheme, values in e: -0.473, -0.250, -0.185, -0.023, -0.071, 0.125, 0.092, 0.013, -0.402, 0.082, -0.091, 0.127, 0.119, 0.099, 0.103, 0.110, 0.114, 0.097, 0.089, 0.078, 0.085, 0.084, 0.078



No. 5
Density functional theory data (ωB97M-V with the def2-TZVPD basis set) for a molecular structure, C51H73N10O2PSTi in a non-equilibrium geometry.

LUMO (alpha / beta) in eV: 0.46 / 0.46
F_max in eV Å⁻¹: 2.5
Highest occupied orbital energy (alpha / beta) in eV: -4.477 / -7.596
Relative energy (zero: lowest compared OMol25 entry of this formula, charge and spin) in kcal per mole: 18.9
Orbital gap (alpha / beta) in eV: 4.936 / 8.055

```
! wB97M-V def2-TZVPD RIJCOSX def2/J DEFGRID3
* xyz 0 3
Ti 0.17 0.03 0.07
C 4.54 0.58 -0.39
C 4.42 1.95 -1.02
C 5.46 2.43 -1.82
C 5.42 3.71 -2.36
C 4.33 4.53 -2.12
C 3.28 4.06 -1.34
C 3.31 2.78 -0.78
P 1.89 2.11 0.15
C 0.86 3.62 0.41
C 0.95 4.38 1.57
C 0.13 5.49 1.76
C -0.80 5.84 0.80
C -0.90 5.08 -0.36
C -0.08 3.98 -0.58
C -0.19 3.22 -1.89
C 2.68 1.76 1.77
C 3.69 2.58 2.29
C 4.40 2.21 3.41
C 4.11 0.99 4.02
C 3.12 0.17 3.51
C 2.37 0.54 2.38
C 1.27 -0.39 1.85
H 5.18 -0.06 -1.00
H 3.58 0.09 -0.29
H 4.98 0.67 0.61
H 6.31 1.79 -2.01
H 6.24 4.05 -2.99
H 4.29 5.53 -2.53
H 2.43 4.71 -1.15
H 1.66 4.11 2.33
H 0.23 6.09 2.66
H -1.44 6.70 0.94
H -1.62 5.36 -1.12
H -0.97 3.64 -2.52
H -0.41 2.17 -1.73
H 0.75 3.26 -2.45
H 3.94 3.50 1.78
H 5.18 2.84 3.80
H 4.68 0.67 4.89
H 2.91 -0.78 3.98
H 0.51 -0.44 2.64
H 1.67 -1.40 1.79
C -4.57 -1.48 -3.50
C -3.92 -0.12 -3.27
N -2.52 -0.09 -3.67
C -2.26 0.16 -5.09
C -1.94 1.63 -5.38
C -1.45 -0.32 -2.82
S -1.84 -0.81 -1.17
N -0.27 -0.20 -3.36
C 0.92 -0.37 -2.74
O 1.05 -0.40 -1.40
C 2.10 -0.51 -3.55
C 3.26 -1.12 -3.02
C 4.40 -1.27 -3.80
C 4.42 -0.83 -5.11
C 3.28 -0.24 -5.66
C 2.13 -0.09 -4.89
H -5.62 -1.46 -3.20
H -4.06 -2.24 -2.90
H -4.52 -1.78 -4.55
H -3.98 0.13 -2.21
H -4.45 0.65 -3.83
H -3.16 -0.14 -5.64
H -1.43 -0.46 -5.41
H -2.75 2.28 -5.04
H -1.79 1.79 -6.45
H -1.02 1.90 -4.85
H 3.22 -1.49 -2.00
H 5.27 -1.75 -3.37
H 5.32 -0.94 -5.72
H 3.29 0.10 -6.68
H 1.24 0.36 -5.31
C 2.71 -4.38 1.06
N 1.67 -4.98 0.25
C 1.82 -6.39 -0.09
C 0.45 -6.98 -0.33
C -0.18 -6.24 -1.50
N 0.02 -4.80 -1.39
C -0.72 -3.99 -2.35
C 0.80 -4.18 -0.45
O 0.73 -2.97 -0.26
H 2.68 -4.75 2.09
H 2.57 -3.30 1.06
H 3.70 -4.60 0.64
H 2.32 -6.88 0.75
H 2.45 -6.51 -0.98
H -0.16 -6.84 0.57
H 0.51 -8.04 -0.55
H -1.25 -6.44 -1.54
H 0.25 -6.60 -2.44
H -0.59 -4.42 -3.35
H -0.33 -2.98 -2.35
H -1.78 -3.95 -2.12
C -4.07 4.68 2.31
C -3.89 3.20 2.65
N -2.53 2.69 2.45
C -1.66 2.66 3.63
C -1.70 3.95 4.45
C -2.19 2.03 1.32
C -3.12 2.16 0.14
N -1.11 1.33 1.22
H -5.14 4.93 2.28
H -3.64 4.91 1.33
H -3.59 5.33 3.04
H -4.59 2.61 2.06
H -4.15 3.03 3.69
H -0.63 2.52 3.31
H -1.94 1.81 4.27
H -1.44 4.80 3.82
H -0.96 3.87 5.25
H -2.67 4.12 4.91
H -3.48 3.18 0.04
H -3.97 1.48 0.25
H -2.59 1.85 -0.76
H -0.58 1.37 2.08
C -2.14 -1.22 3.21
N -1.48 -1.99 2.15
C -2.53 -2.66 1.36
N -3.36 -3.54 2.18
C -3.97 -2.73 3.24
N -2.97 -2.06 4.08
C -2.10 -3.10 4.66
N -1.44 -3.92 3.63
C -0.65 -3.02 2.77
C -2.49 -4.54 2.81
H -2.77 -0.45 2.75
H -1.38 -0.73 3.82
H -2.05 -3.24 0.57
H -3.16 -1.91 0.89
H -4.59 -3.38 3.88
H -4.61 -1.98 2.78
H -2.70 -3.75 5.29
H -1.34 -2.62 5.27
H -0.17 -3.61 1.98
H 0.12 -2.55 3.37
H -3.09 -5.19 3.44
H -2.02 -5.14 2.03
*
```

Results of the Löwdin charge analysis, in e, for atoms 1 through 99: 0.655, -0.041, -0.249, -0.040, -0.080, -0.083, -0.083, -0.286, 1.141, -0.320, -0.077, -0.098, -0.091, -0.053, -0.285, -0.042, -0.333, -0.110, -0.089, -0.084, -0.048, -0.291, -0.236, 0.076, 0.053, 0.090, 0.114, 0.103, 0.101, 0.099, 0.094, 0.103, 0.105, 0.113, 0.083, 0.040, 0.087, 0.113, 0.101, 0.100, 0.109, 0.026, 0.035, -0.081, -0.272, -0.144, -0.229, -0.082, -0.670, 0.715, 0.095, -0.380, -0.297, -0.154, -0.046, -0.105, -0.115, -0.102, -0.035, 0.072, 0.059, 0.068, 0.058, 0.114, 0.109, 0.107, 0.068, 0.071, 0.055, 0.100, 0.096, 0.090, 0.096, 0.095, -0.035, -0.094, -0.167, -0.156, -0.171, -0.076, -0.036, -0.477, 0.005, 0.090, 0.066, 0.092, 0.121, 0.131, 0.114, 0.116, 0.122, 0.123, 0.094, 0.058, 0.082, -0.065, -0.202, -0.052, -0.189



No. 6
Density functional theory data (ωB97M-V with the def2-TZVPD basis set) for a molecular structure, CH2BrCl2Pt in a non-equilibrium geometry.

LUMO (alpha / beta) in eV: -8.18 / -9.98
F_max in eV Å⁻¹: 3.4
Highest occupied orbital energy (alpha / beta) in eV: -13.552 / -13.547
Relative energy (zero: lowest compared OMol25 entry of this formula, charge and spin) in kcal per mole: 19.3
Orbital gap (alpha / beta) in eV: 5.367 / 3.570

```
! wB97M-V def2-TZVPD RIJCOSX def2/J DEFGRID3
* xyz 1 3
Pt 3.96 -0.96 -2.23
Br 1.50 -0.22 -2.08
C -1.07 0.34 0.75
Cl -2.31 -1.08 0.82
Cl -0.46 0.66 2.38
H -0.21 0.05 0.14
H -1.42 1.22 0.21
*
```

Charge distribution, Löwdin scheme, values in e: 0.759, 0.275, -0.949, 0.434, 0.517, -0.075, 0.039



No. 7
Density functional theory data (ωB97M-V with the def2-TZVPD basis set) for C14H17N3O4 in the gas phase in a non-equilibrium geometry.

LUMO in eV: 0.48
F_max in eV Å⁻¹: 3.0
SMILES: N[C@@H](CO)C(=O)N[C@@H](Cc1c[nH]c2ccccc12)C(=O)O
Highest occupied orbital energy in eV: -8.015
Relative energy (zero: lowest compared OMol25 entry of this formula, charge and spin) in kcal per mole: 40.7
Orbital gap in eV: 8.492

```
! wB97M-V def2-TZVPD RIJCOSX def2/J DEFGRID3
* xyz 0 1
N -0.33 0.65 4.22
C -0.08 1.98 3.67
C 1.27 2.59 4.06
O 2.28 1.66 3.58
C -0.22 2.02 2.09
O 0.10 3.05 1.44
N -0.81 0.89 1.64
C -0.87 0.56 0.18
C -1.05 -0.96 0.02
C -0.74 -1.50 -1.34
C -1.57 -1.49 -2.38
N -0.93 -2.05 -3.45
C 0.40 -2.31 -3.13
C 1.42 -2.73 -3.97
C 2.64 -2.96 -3.38
C 2.82 -2.73 -1.98
C 1.78 -2.31 -1.15
C 0.55 -2.00 -1.74
C -1.94 1.40 -0.47
O -3.07 0.99 -0.79
O -1.68 2.72 -0.61
H 0.53 0.16 4.32
H -0.76 0.75 5.12
H -0.87 2.63 4.07
H 1.24 3.66 3.59
H 1.37 2.77 5.17
H 3.18 2.09 3.67
H -1.13 0.18 2.29
H 0.15 0.79 -0.16
H -0.24 -1.47 0.59
H -2.09 -1.26 0.37
H -2.62 -1.13 -2.47
H -1.29 -1.85 -4.38
H 1.26 -2.82 -5.08
H 3.49 -3.37 -4.00
H 3.74 -3.01 -1.45
H 1.91 -2.25 -0.10
H -0.79 3.04 -0.21
*
```

Charge distribution, Löwdin scheme, values in e: 0.053, -0.284, -0.220, -0.090, -0.381, 0.023, 0.125, -0.189, -0.089, -0.214, -0.052, 0.070, -0.197, -0.044, -0.107, -0.095, -0.034, -0.118, -0.442, 0.074, 0.088, 0.074, 0.071, 0.152, 0.144, 0.125, 0.126, 0.133, 0.165, 0.125, 0.148, 0.148, 0.154, 0.126, 0.114, 0.099, 0.093, 0.128



No. 8
Density functional theory data (ωB97M-V with the def2-TZVPD basis set) for 2 unconnected molecules or ions with the total composition C4H10N2 in a non-equilibrium geometry.

LUMO in eV: 0.88
F_max in eV Å⁻¹: 3.1
Highest occupied orbital energy in eV: -7.310
Relative energy (zero: lowest compared OMol25 entry of this formula, charge and spin) in kcal per mole: 119.0
Orbital gap in eV: 8.191

```
! wB97M-V def2-TZVPD RIJCOSX def2/J DEFGRID3
* xyz 0 1
C -1.16 -1.35 0.88
C 1.99 -0.09 0.71
C -0.05 0.44 -0.62
C 0.59 -0.32 0.27
N 0.44 1.58 -1.31
N -1.46 0.17 -0.67
H 0.14 2.45 -0.90
H 0.20 1.56 -2.29
H -2.06 0.95 -0.40
H -1.80 -0.45 -1.40
H 2.61 -0.96 0.45
H -0.72 -2.29 0.58
H -2.24 -1.41 0.74
H -0.97 -1.09 1.91
H 2.45 0.79 0.24
H 2.05 0.02 1.79
*
```

Charge distribution, Löwdin scheme, values in e: 0.015, -0.101, -0.468, -0.086, 0.049, -0.011, 0.076, 0.070, 0.099, 0.095, 0.066, 0.017, 0.024, 0.018, 0.069, 0.068



- Number 5 is which compound?
  C51H73N10O2PSTi



- Look up the F_max of the seventh one.
  3.0 eV Å⁻¹